No. 1
Formula: C34H41N3O2
Source: the Open Molecules 2025 dataset
Level of theory: ωB97M-V with the def2-TZVPD basis set

Cartesian coordinates (Å):
1 C 2.121 -3.462 -5.165
2 C 1.947 -2.590 -3.954
3 C 3.016 -2.886 -2.914
4 C 2.121 -1.122 -4.547
5 C 2.014 -0.105 -3.448
6 O 2.753 0.840 -3.234
7 N 0.761 -0.335 -2.639
8 C 0.180 0.385 -1.468
9 C 0.556 0.304 0.057
10 C 1.792 -0.062 0.472
11 C 2.124 -0.080 1.906
12 C 1.079 0.129 2.883
13 C 1.359 0.058 4.236
14 C 2.679 -0.220 4.655
15 C 3.742 -0.330 3.716
16 C 3.464 -0.277 2.374
17 C 5.122 -0.548 4.161
18 C 5.343 -0.086 5.602
19 C 4.245 -0.600 6.527
20 N 2.924 -0.412 5.968
21 C 1.896 -0.587 6.972
22 C 0.482 -0.698 6.414
23 C 0.273 0.234 5.221
24 C -1.304 0.663 -1.646
25 C -2.097 1.247 -0.628
26 C -3.365 1.831 -0.860
27 C -3.915 1.685 -2.169
28 C -3.142 1.070 -3.225
29 C -1.863 0.603 -2.892
30 C -3.745 0.980 -4.568
31 C -4.831 2.031 -4.817
32 C -5.794 2.136 -3.664
33 N -5.156 2.179 -2.389
34 C -6.044 2.611 -1.313
35 C -5.537 2.364 0.088
36 C -4.087 2.583 0.216
37 C 0.264 -1.555 -2.371
38 O -0.461 -1.786 -1.367
39 C 0.505 -2.578 -3.377
40 H 1.411 -3.252 -5.954
41 H 3.104 -3.301 -5.580
42 H 2.044 -4.496 -4.914
43 H 2.881 -2.280 -2.012
44 H 2.916 -3.944 -2.662
45 H 4.004 -2.689 -3.351
46 H 3.107 -1.007 -4.994
47 H 1.368 -0.951 -5.348
48 H 0.831 1.224 -2.034
49 H -0.085 0.778 0.808
50 H 2.615 -0.314 -0.233
51 H 0.076 0.325 2.552
52 H 4.248 -0.355 1.616
53 H 5.826 -0.019 3.514
54 H 5.381 -1.611 4.102
55 H 5.361 1.011 5.656
56 H 6.302 -0.446 5.996
57 H 4.287 -0.092 7.510
58 H 4.403 -1.683 6.725
59 H 1.945 0.263 7.685
60 H 2.117 -1.491 7.572
61 H 0.304 -1.735 6.101
62 H -0.233 -0.465 7.213
63 H -0.693 0.015 4.765
64 H 0.234 1.270 5.576
65 H -1.703 1.329 0.441
66 H -1.301 0.140 -3.767
67 H -4.176 -0.032 -4.691
68 H -2.940 1.059 -5.315
69 H -5.368 1.769 -5.724
70 H -4.345 2.999 -4.993
71 H -6.482 1.290 -3.690
72 H -6.396 3.033 -3.769
73 H -6.237 3.680 -1.465
74 H -7.002 2.101 -1.461
75 H -6.052 3.016 0.757
76 H -5.775 1.350 0.373
77 H -3.676 2.244 1.173
78 H -3.797 3.640 0.108
79 H -0.223 -2.456 -4.176
80 H 0.300 -3.532 -2.926

Summary:
**Total energy**: -44487.170 eV
**Energy relative to the best compared isomer or geometry (same formula, charge and spin)**: 75.7 kcal/mol
**SMILES**: CC1(C)CC(=O)N([C@H](/C=C/c2cc3c4c(c2)CCCN4CCC3)c2cc3c4c(c2)CCCN4CCC3)C(=O)C1

Atom charges from the Löwdin analysis, given in e for atoms 1 to 8: C -0.060; C -0.520; C -0.015; C -0.047; C -0.315; O 0.114; N 0.075; C -0.211



No. 2
Formula: C34H41N7O4STl
Source: the Open Molecules 2025 dataset
Level of theory: ωB97M-V with the def2-TZVPD basis set

Cartesian coordinates (Å):
1 Tl -0.005 1.161 0.114
2 C 1.383 1.435 3.924
3 N 0.038 1.593 3.419
4 C -0.812 0.450 3.729
5 C -2.145 0.509 3.042
6 C -3.325 0.659 3.758
7 C -4.534 0.670 3.075
8 C -4.523 0.504 1.701
9 C -3.296 0.357 1.068
10 N -2.138 0.384 1.718
11 C -0.519 2.854 3.850
12 C -0.074 4.033 3.007
13 C -0.685 5.271 3.201
14 C -0.356 6.318 2.362
15 C 0.592 6.107 1.371
16 C 1.176 4.857 1.284
17 N 0.857 3.834 2.082
18 C 2.240 0.394 3.232
19 C 3.621 0.433 3.424
20 C 4.412 -0.505 2.790
21 C 3.809 -1.457 1.979
22 C 2.432 -1.424 1.850
23 N 1.664 -0.524 2.465
24 H 1.378 1.223 5.012
25 H 1.889 2.392 3.793
26 H -0.973 0.330 4.815
27 H -0.289 -0.430 3.363
28 H -3.295 0.754 4.837
29 H -5.466 0.809 3.609
30 H -5.434 0.507 1.120
31 H -3.227 0.225 -0.007
32 H -0.279 3.066 4.908
33 H -1.607 2.798 3.794
34 H -1.433 5.389 3.976
35 H -0.851 7.276 2.456
36 H 0.854 6.888 0.669
37 H 1.929 4.649 0.532
38 H 4.060 1.199 4.052
39 H 5.487 -0.487 2.915
40 H 4.393 -2.201 1.453
41 H 1.900 -2.135 1.224
42 O -4.827 6.806 -1.233
43 C -4.705 5.842 -2.018
44 O -5.198 5.643 -3.142
45 C -3.798 4.704 -1.492
46 C -3.476 4.638 -0.139
47 C -2.642 3.631 0.305
48 N -2.106 2.716 -0.505
49 C -2.427 2.758 -1.801
50 C -3.272 3.727 -2.326
51 C -1.855 1.642 -2.676
52 O -2.018 1.696 -3.889
53 O -1.252 0.709 -2.029
54 H -3.874 5.393 0.525
55 H -2.387 3.540 1.358
56 H -3.521 3.713 -3.378
57 C 1.987 -4.190 -5.446
58 C 2.216 -2.679 -5.479
59 C 1.882 -1.996 -4.154
60 C 0.371 -1.871 -3.922
61 N 0.007 -1.636 -2.540
62 C 0.037 -2.538 -1.560
63 S -0.411 -2.118 0.026
64 N 0.471 -3.781 -1.885
65 C 0.471 -4.919 -0.984
66 C 1.825 -5.127 -0.311
67 C 2.919 -5.620 -1.255
68 C 2.723 -7.061 -1.719
69 H 2.300 -4.662 -6.379
70 H 0.933 -4.440 -5.299
71 H 2.560 -4.648 -4.635
72 H 1.615 -2.233 -6.278
73 H 3.261 -2.484 -5.732
74 H 2.315 -0.995 -4.125
75 H 2.336 -2.553 -3.328
76 H -0.158 -2.747 -4.320
77 H -0.006 -1.010 -4.474
78 H -0.392 -0.703 -2.326
79 H 0.666 -3.963 -2.855
80 H 0.184 -5.797 -1.568
81 H -0.291 -4.752 -0.225
82 H 1.704 -5.834 0.517
83 H 2.116 -4.170 0.130
84 H 3.887 -5.531 -0.756
85 H 2.964 -4.957 -2.125
86 H 2.612 -7.732 -0.864
87 H 3.573 -7.408 -2.309
88 H 1.831 -7.169 -2.341

Summary:
**Total energy**: -70077.497 eV
**Energy relative to the best compared isomer or geometry (same formula, charge and spin)**: 0.0 kcal/mol
**Net charge**: -1

Atom charges from the Löwdin analysis, given in e for atoms 1 to 8: Tl 0.778; C -0.148; N -0.167; C -0.143; C -0.283; C -0.035; C -0.063; C -0.044



No. 3
Formula: C34H42Cl3N6O4PbSSi2
Source: the Open Molecules 2025 dataset
Level of theory: ωB97M-V with the def2-TZVPD basis set

Cartesian coordinates (Å):
1 Pb -0.506 1.052 -0.105
2 C -3.551 -2.599 2.305
3 Si -3.069 -1.309 1.005
4 C -4.551 -1.094 -0.160
5 C -2.958 0.338 1.908
6 N -1.576 -1.725 0.297
7 C -1.326 -2.890 -0.279
8 C -2.383 -3.717 -0.817
9 C -2.227 -4.984 -1.309
10 C -0.971 -5.597 -1.316
11 C 0.088 -4.850 -0.852
12 C -0.037 -3.532 -0.419
13 N 1.308 -2.988 0.014
14 Si 2.632 -2.650 -1.308
15 C 2.602 -4.090 -2.496
16 C 4.163 -2.732 -0.254
17 C 2.456 -1.097 -2.289
18 H -4.557 -2.420 2.693
19 H -2.855 -2.551 3.148
20 H -3.517 -3.614 1.902
21 H -5.267 -0.396 0.283
22 H -5.083 -2.023 -0.376
23 H -4.222 -0.664 -1.111
24 H -3.726 0.352 2.687
25 H -3.156 1.188 1.247
26 H -1.996 0.519 2.394
27 H -3.373 -3.281 -0.802
28 H -3.096 -5.524 -1.669
29 H -0.830 -6.613 -1.655
30 H 1.068 -5.315 -0.821
31 H 2.946 -5.033 -2.069
32 H 3.283 -3.820 -3.308
33 H 1.615 -4.243 -2.930
34 H 4.214 -3.648 0.341
35 H 4.234 -1.868 0.406
36 H 5.037 -2.713 -0.910
37 H 2.267 -1.346 -3.334
38 H 3.389 -0.537 -2.222
39 H 1.670 -0.428 -1.949
40 S -3.362 3.733 -2.962
41 C -3.347 4.498 -1.431
42 C -2.588 3.819 -0.528
43 C -1.986 2.636 -1.048
44 C -2.324 2.468 -2.362
45 C -1.971 1.326 -3.196
46 C -2.258 1.257 -4.564
47 C -2.003 0.091 -5.252
48 C -1.471 -0.999 -4.571
49 C -1.174 -0.835 -3.232
50 N -1.386 0.296 -2.565
51 H -3.902 5.412 -1.289
52 H -2.447 4.163 0.487
53 H -2.679 2.120 -5.061
54 H -2.224 0.023 -6.310
55 H -1.295 -1.947 -5.061
56 H -0.764 -1.657 -2.655
57 N 1.332 -2.031 1.052
58 C 1.119 -2.618 2.353
59 C 1.743 -1.808 3.475
60 C 1.162 -0.418 3.638
61 N 1.612 0.401 2.528
62 H 1.744 -3.840 0.406
63 H 2.080 -1.354 0.942
64 H 1.558 -3.635 2.398
65 H 0.039 -2.726 2.506
66 H 2.822 -1.716 3.303
67 H 1.608 -2.381 4.396
68 H 1.434 -0.029 4.632
69 H 0.070 -0.479 3.602
70 H 2.623 0.432 2.466
71 H 1.275 1.356 2.564
72 O 2.933 0.593 0.272
73 C 2.767 1.557 -0.479
74 N 1.605 1.928 -1.062
75 C 1.839 2.927 -1.991
76 O 1.044 3.379 -2.781
77 C 3.300 3.307 -1.898
78 C 4.051 4.252 -2.562
79 C 5.404 4.343 -2.237
80 C 5.972 3.503 -1.283
81 C 5.204 2.541 -0.629
82 C 3.867 2.468 -0.957
83 H 3.601 4.899 -3.303
84 H 6.023 5.083 -2.729
85 H 7.023 3.604 -1.045
86 H 5.634 1.878 0.111
87 Cl -2.298 4.845 3.230
88 C -0.519 4.703 3.186
89 Cl 0.002 3.698 4.564
90 Cl 0.185 6.313 3.371
91 C -0.114 4.015 1.794
92 O 0.408 4.739 0.970
93 O -0.436 2.804 1.774

Summary:
**Total energy**: -122480.248 eV
**Energy relative to the best compared isomer or geometry (same formula, charge and spin)**: 95.2 kcal/mol
**Net charge**: -1

Atom charges from the Löwdin analysis, given in e for atoms 1 to 8: Pb 1.397; C -0.178; Si 0.323; C -0.181; C -0.211; N -0.112; C -0.366; C -0.055



Question: The highest energy relative to the best compared isomer or geometry (same formula, charge and spin) belongs to which entry?
Answer: C34H42Cl3N6O4PbSSi2